Entry 1:
Formula: C5H6N
Source: the OMol25 dataset
Level of theory: wB97M-V/def2-TZVPD

Results
ΔE to the lowest compared entry with this formula, charge and spin   500.8 kJ/mol
LUMO level   -5.9519 eV
Orbital gap   9.766 eV
Total energy   -248.424933 Eh
Largest force on an atom   3.54 eV/A

```
! wB97M-V def2-TZVPD RIJCOSX def2/J DEFGRID3
* xyz 1 1
C 1.172 -1.079 1.815
C 0.984 0.289 1.281
C 0.051 -0.026 0.344
C -0.902 -0.048 -0.518
C -0.821 0.580 -1.859
N 2.218 -0.758 1.261
H 0.664 -1.603 2.649
H 0.918 1.166 1.915
H -1.814 -0.519 -0.379
H -0.923 -0.261 -2.563
H 0.165 1.080 -1.896
H -1.710 1.178 -2.050
*
```


Entry 2:
Formula: C5H6N
Source: the OMol25 dataset
Level of theory: wB97M-V/def2-TZVPD

Results
ΔE to the lowest compared entry with this formula, charge and spin   499.2 kJ/mol
LUMO level   -6.1272 eV
Orbital gap   8.845 eV
Total energy   -248.425556 Eh
Largest force on an atom   4.00 eV/A

```
! wB97M-V def2-TZVPD RIJCOSX def2/J DEFGRID3
* xyz 1 1
C -1.873 -0.724 -0.048
C 0.772 -0.434 0.163
C -1.696 0.924 -0.378
C -0.534 -0.095 -0.050
C 2.001 0.303 0.272
N -2.673 0.244 0.255
H -2.063 -1.727 -0.402
H 0.823 -1.431 0.555
H -1.788 1.493 -1.256
H 2.601 0.634 -0.650
H 2.749 -0.389 0.712
H 1.680 1.203 0.827
*
```


Entry 3:
Formula: C5H6N
Source: the OMol25 dataset
Level of theory: wB97M-V/def2-TZVPD

Results
ΔE to the lowest compared entry with this formula, charge and spin   549.9 kJ/mol
LUMO level   -5.8825 eV
Orbital gap   7.405 eV
Total energy   -248.406251 Eh
Largest force on an atom   4.22 eV/A

```
! wB97M-V def2-TZVPD RIJCOSX def2/J DEFGRID3
* xyz 1 1
C 2.370 0.521 -0.005
C 0.894 -1.428 -0.138
C 0.977 0.863 0.277
C 2.079 -0.760 -0.172
C 0.160 -0.262 0.107
N -1.346 -0.178 0.029
H 3.183 1.050 0.171
H 0.816 -2.459 -0.173
H 0.877 1.946 0.350
H -1.647 -0.579 -0.880
H -1.366 0.849 -0.039
H -1.594 -0.706 0.852
*
```